Record 1
{
  "formula": "C41H49BCl5N6O2S3SiTc",
  "method": "the ωB97M-V functional and the def2-TZVPD basis",
  "relative_energy_kj_mol": 84.8,
  "homo_ev": [-10.3, -10.4],
  "charge": 1,
  "spin_multiplicity": 2,
  "gap_ha": [0.24554, 0.25056],
  "s_squared": 0.793,
  "symbols": ["Tc", "C", "C", "C", "C", "N", "N", "B", "N", "N", "C", "C", "C", "C", "C", "S", "C", "C", "C", "C", "N", "N", "C", "C", "C", "C", "C", "S", "C", "C", "C", "C", "C", "S", "C", "C", "C", "C", "H", "H", "H", "H", "H", "H", "H", "H", "H", "H", "H", "H", "H", "H", "H", "H", "H", "H", "H", "H", "H", "H", "H", "H", "H", "H", "H", "H", "H", "H", "H", "H", "H", "H", "H", "H", "H", "H", "H", "Cl", "Si", "Cl", "Cl", "Cl", "C", "C", "C", "C", "C", "C", "C", "O", "O", "H", "H", "H", "H", "Cl", "C", "C", "C", "C", "C", "C", "C", "H", "H", "H", "H", "H", "H"],
  "coordinates": [[-0.0321, 2.8032, -0.2018], [4.4026, 0.8007, -1.8870], [3.0559, 0.1513, -1.7864], [2.7136, -0.9448, -2.5132], [1.3956, -1.4625, -2.4581], [0.5121, -0.9661, -1.6434], [0.8476, 0.0854, -0.8914], [-0.2279, 0.6231, 0.1186], [-1.6662, 0.0778, -0.1030], [-1.8112, -1.2712, -0.1852], [-3.0069, -1.7561, -0.3065], [-4.1486, -0.9031, -0.3298], [-4.0160, 0.4340, -0.2134], [-5.1864, 1.3716, -0.2065], [-2.6839, 0.9424, -0.1037], [-2.4217, 2.6180, 0.0361], [-3.1779, -3.2634, -0.4611], [-3.6462, -3.5417, -1.9020], [-4.2441, -3.7683, 0.5230], [-1.8622, -3.9981, -0.2000], [0.2128, 0.2272, 1.6072], [0.5467, -1.0532, 1.7138], [0.7840, -1.5629, 2.9070], [0.5872, -0.7776, 4.0503], [0.3114, 0.5516, 3.9303], [0.1291, 1.4303, 5.1334], [0.2000, 1.0546, 2.6126], [0.0289, 2.8029, 2.2719], [1.2278, -3.0194, 2.9966], [0.1168, -3.8101, 3.7093], [2.5305, -3.0888, 3.8104], [1.4685, -3.6071, 1.6038], [2.0327, 0.7216, -0.9762], [2.2558, 2.2247, -0.1627], [0.9618, -2.6713, -3.2878], [1.7768, -2.7629, -4.5834], [-0.5251, -2.5593, -3.6430], [1.2106, -3.9295, -2.4370], [5.0771, 0.1921, -2.4881], [4.8425, 0.9583, -0.9008], [4.3014, 1.7844, -2.3532], [3.4503, -1.4110, -3.1579], [-5.1384, -1.3356, -0.4323], [-6.1204, 0.8167, -0.2844], [-5.1184, 2.0780, -1.0373], [-5.1988, 1.9675, 0.7095], [-4.6080, -3.0604, -2.1099], [-3.7733, -4.6192, -2.0478], [-2.9184, -3.1799, -2.6348], [-5.2468, -3.4024, 0.2844], [-4.0042, -3.4794, 1.5517], [-4.2793, -4.8603, 0.4793], [-1.0291, -3.5043, -0.7043], [-1.9376, -5.0275, -0.5601], [-1.6415, -4.0271, 0.8719], [0.6770, -1.2198, 5.0373], [0.0916, 0.8282, 6.0393], [-0.7891, 2.0164, 5.0524], [0.9527, 2.1334, 5.2338], [-0.0148, -3.4873, 4.7470], [0.3744, -4.8713, 3.7215], [-0.8397, -3.6965, 3.1901], [2.3991, -2.7267, 4.8343], [3.3200, -2.4985, 3.3369], [2.8707, -4.1256, 3.8665], [0.5796, -3.5298, 0.9767], [1.7431, -4.6598, 1.7048], [2.2825, -3.0851, 1.0888], [1.7776, -1.8130, -5.1280], [1.3236, -3.5164, -5.2317], [2.8113, -3.0704, -4.4083], [-0.6849, -1.7445, -4.3540], [-1.1280, -2.3592, -2.7539], [-0.8660, -3.4910, -4.1051], [2.2805, -4.0517, -2.2314], [0.8644, -4.8201, -2.9727], [0.6844, -3.8711, -1.4779], [-1.5228, 5.9266, -1.6713], [-0.6657, 5.1788, 0.0190], [1.1285, 6.1561, 0.2896], [-1.8847, 5.6954, 1.6155], [-0.8427, 0.7174, -8.5227], [-0.4329, 1.3525, -6.9610], [-1.0348, 0.8183, -5.8329], [-0.7133, 1.3352, -4.5859], [0.2089, 2.3713, -4.4708], [0.8085, 2.8882, -5.6133], [0.4884, 2.3836, -6.8644], [0.5799, 2.9487, -3.1376], [1.5452, 3.6666, -3.0078], [-0.2372, 2.5694, -2.1504], [-1.7497, 0.0111, -5.9389], [-1.1795, 0.9396, -3.6924], [1.5239, 3.6948, -5.5050], [0.9455, 2.7828, -7.7622], [3.6149, 2.7518, 5.1885], [2.5174, 4.1114, 5.1187], [2.5461, 5.0091, 6.1760], [1.6964, 6.1035, 6.1654], [0.8264, 6.2963, 5.1007], [0.8148, 5.3958, 4.0499], [1.6541, 4.2839, 4.0369], [1.6923, 3.3821, 2.8299], [3.2399, 4.8495, 6.9910], [1.7213, 6.8069, 6.9891], [0.1666, 7.1561, 5.0818], [0.1398, 5.5545, 3.2163], [2.0725, 3.9222, 1.9664], [2.3127, 2.5075, 2.9875]],
  "forces_ev_per_a": [[-0.04, -0.19, -0.60], [-0.10, 0.02, 0.03], [0.02, 0.20, 0.05], [-0.02, -0.21, -0.09], [0.21, -0.30, -0.24], [-0.11, 0.26, 0.11], [-0.13, 0.21, 0.19], [-0.28, 0.89, 0.33], [0.38, -0.33, 0.00], [0.07, 0.26, 0.30], [-0.20, -0.10, -0.06], [-0.12, -0.31, -0.04], [-0.23, 0.28, -0.01], [0.09, -0.01, -0.01], [-0.07, 0.05, -0.08], [0.17, 0.13, 0.02], [-0.03, -0.01, -0.05], [-0.05, 0.06, -0.06], [0.00, -0.07, 0.04], [0.02, 0.08, 0.04], [0.23, -0.78, -1.10], [0.03, -0.50, 0.14], [-0.01, -0.11, -0.40], [0.11, -0.19, 0.28], [-0.03, 0.47, 0.20], [-0.09, -0.02, -0.13], [-0.02, 0.74, 1.08], [-0.09, -0.14, -0.57], [-0.04, 0.12, -0.06], [-0.03, 0.04, 0.02], [-0.01, 0.03, 0.02], [0.04, 0.11, -0.04], [0.03, -0.11, -0.13], [0.19, -0.21, 0.11], [0.06, 0.03, 0.04], [-0.04, -0.02, -0.07], [0.01, 0.08, 0.09], [0.08, -0.01, 0.08], [-0.04, 0.02, 0.04], [-0.02, -0.02, -0.01], [-0.01, -0.03, 0.03], [-0.10, 0.07, 0.02], [0.10, 0.02, 0.00], [0.04, 0.02, 0.00], [0.01, -0.04, 0.04], [0.01, -0.05, -0.05], [0.10, -0.05, 0.01], [0.00, 0.13, 0.03], [-0.19, -0.11, 0.14], [0.11, -0.02, 0.02], [-0.02, -0.03, -0.10], [-0.02, 0.09, 0.01], [-0.22, -0.09, 0.08], [-0.01, 0.07, 0.06], [0.01, 0.04, -0.11], [0.00, 0.03, -0.10], [-0.02, -0.01, -0.03], [0.04, -0.03, -0.01], [0.01, 0.00, 0.00], [0.01, -0.02, -0.11], [-0.01, 0.06, 0.02], [0.08, -0.03, 0.03], [0.01, -0.04, -0.08], [-0.05, -0.05, 0.03], [-0.04, 0.07, 0.00], [0.06, -0.02, 0.07], [-0.01, 0.07, -0.01], [-0.09, -0.06, 0.07], [-0.02, -0.08, 0.04], [0.06, 0.04, 0.03], [-0.07, 0.04, 0.00], [-0.02, -0.03, 0.04], [0.17, -0.03, -0.14], [0.06, 0.09, 0.04], [-0.12, 0.00, -0.01], [0.05, 0.12, 0.06], [0.15, -0.03, -0.24], [0.02, -0.05, 0.01], [-0.23, -0.57, 0.64], [0.02, 0.00, -0.04], [-0.02, 0.10, -0.19], [0.02, 0.00, 0.04], [0.01, -0.02, -0.02], [-0.03, -0.06, 0.10], [-0.01, -0.01, -0.05], [-0.13, -0.06, 0.08], [0.05, 0.01, -0.06], [0.10, 0.09, -0.02], [-0.31, -0.29, 0.17], [-0.03, 0.14, 0.25], [0.53, 0.15, -0.46], [0.02, 0.06, 0.01], [-0.01, 0.01, -0.02], [-0.04, -0.06, -0.03], [-0.04, -0.02, 0.08], [-0.04, 0.02, -0.06], [0.01, 0.05, -0.01], [-0.02, 0.01, -0.01], [0.01, 0.00, 0.03], [-0.02, 0.04, 0.01], [-0.05, -0.03, -0.01], [0.16, -0.02, -0.06], [-0.15, 0.08, 0.33], [-0.04, -0.01, -0.02], [0.00, -0.04, -0.05], [0.04, -0.08, 0.00], [0.07, 0.02, 0.08], [0.03, 0.05, -0.03], [0.09, -0.05, -0.04]]
}



Record 2
{
  "formula": "C41H49CaCl2FN4O6SSi",
  "method": "the ωB97M-V functional and the def2-TZVPD basis",
  "relative_energy_kj_mol": 178.5,
  "homo_ev": 0.1,
  "charge": -2,
  "gap_ha": 0.12613,
  "symbols": ["Ca", "N", "C", "C", "C", "C", "C", "C", "C", "C", "N", "C", "H", "H", "H", "H", "H", "H", "H", "H", "C", "C", "C", "C", "C", "C", "C", "F", "C", "C", "C", "O", "C", "C", "N", "C", "C", "O", "O", "H", "H", "H", "H", "H", "H", "H", "H", "H", "H", "H", "C", "C", "C", "C", "O", "Si", "S", "O", "C", "C", "C", "C", "O", "C", "C", "C", "C", "H", "H", "H", "H", "H", "H", "H", "H", "H", "H", "H", "H", "H", "H", "H", "H", "H", "H", "H", "H", "H", "H", "H", "H", "H", "H", "H", "Cl", "C", "C", "C", "C", "C", "Cl", "C", "N", "H", "H", "H"],
  "coordinates": [[0.1324, -2.4922, 1.0761], [0.4865, -1.7875, 3.6501], [1.7699, -2.1606, 4.0526], [2.0625, -2.5655, 5.3307], [3.3697, -2.9359, 5.7023], [4.3976, -2.8795, 4.8067], [4.1317, -2.4953, 3.4706], [5.1281, -2.4590, 2.4687], [4.7899, -2.1533, 1.1846], [3.4339, -1.9027, 0.8857], [2.4929, -1.9071, 1.7881], [2.8163, -2.1705, 3.0797], [-0.1969, -1.8642, 4.3883], [0.4462, -0.8564, 3.2193], [1.2675, -2.6016, 6.0657], [3.5518, -3.2598, 6.7197], [5.4079, -3.1501, 5.0897], [6.1525, -2.6927, 2.7377], [5.5266, -2.1339, 0.3928], [3.1231, -1.7237, -0.1376], [-5.4057, 0.5222, -3.2834], [-4.4155, -0.1956, -4.1924], [-3.9484, 0.7444, -5.2951], [-2.9430, 0.0556, -6.1992], [-1.7858, -0.4426, -5.3803], [-0.5213, -0.5507, -5.9156], [0.5233, -1.0308, -5.1342], [1.7483, -1.1243, -5.7069], [0.3459, -1.3942, -3.8326], [-0.9283, -1.2754, -3.2625], [-1.0801, -1.6373, -1.8295], [-0.0563, -1.9416, -1.2043], [-2.4342, -1.6076, -1.3400], [-3.4031, -1.1481, -2.1741], [-3.2481, -0.7007, -3.4445], [-1.9941, -0.8036, -4.0338], [-2.9561, -1.9965, 0.0684], [-4.1831, -2.1206, 0.1573], [-2.1087, -2.1046, 0.9866], [-6.1497, 1.0222, -3.9058], [-4.8910, 1.2747, -2.6839], [-5.9341, -0.1491, -2.6111], [-4.9148, -1.0544, -4.6615], [-3.4973, 1.6284, -4.8351], [-4.8228, 1.0729, -5.8605], [-2.5841, 0.7299, -6.9791], [-3.4303, -0.7862, -6.7043], [-0.3296, -0.2689, -6.9440], [1.1548, -1.7635, -3.2180], [-4.4009, -1.1440, -1.7617], [0.0701, 4.0305, -2.3701], [-0.3537, 2.6826, -1.7912], [0.7808, 1.6757, -1.9201], [-1.5981, 2.1548, -2.5026], [-0.7252, 2.8752, -0.4389], [0.1670, 2.6742, 0.9478], [0.3653, 0.7436, 1.5434], [-0.5735, 3.6884, 2.0425], [-1.9475, 3.7982, 2.3848], [-2.5806, 4.8448, 1.4681], [-2.6847, 2.4682, 2.2540], [-1.9815, 4.2731, 3.8348], [1.5865, 3.4724, 0.6032], [2.5993, 3.9642, 1.4649], [2.2542, 5.4077, 1.8303], [3.8944, 3.9138, 0.6593], [2.7408, 3.1194, 2.7282], [0.3464, 3.9316, -3.4234], [0.9234, 4.4117, -1.8104], [-0.7501, 4.7467, -2.2851], [0.9816, 1.4721, -2.9750], [0.5196, 0.7494, -1.4183], [1.6890, 2.0620, -1.4539], [-1.4028, 2.0127, -3.5692], [-2.4235, 2.8597, -2.3796], [-1.8911, 1.1973, -2.0636], [-2.4967, 4.5159, 0.4327], [-2.0571, 5.7975, 1.5740], [-3.6353, 4.9909, 1.7153], [-2.6786, 2.1202, 1.2214], [-3.7223, 2.5856, 2.5776], [-2.2033, 1.7004, 2.8575], [-1.4193, 5.2037, 3.9336], [-1.5221, 3.5219, 4.4780], [-3.0080, 4.4429, 4.1669], [2.1840, 6.0141, 0.9247], [3.0183, 5.8366, 2.4841], [1.2906, 5.4313, 2.3377], [3.7772, 4.4814, -0.2655], [4.1274, 2.8799, 0.4026], [4.7267, 4.3333, 1.2290], [1.8274, 3.1606, 3.3220], [3.5714, 3.4941, 3.3326], [2.9181, 2.0755, 2.4721], [1.2508, -5.7935, 3.9294], [1.1691, -6.6621, 2.3912], [1.3708, -8.0163, 2.4202], [1.3469, -8.7771, 1.2453], [1.1119, -8.0915, 0.0475], [0.9128, -6.7363, 0.0315], [0.6305, -5.9738, -1.5370], [0.9162, -5.8364, 1.1975], [0.7515, -4.5784, 1.1823], [1.5535, -8.4924, 3.3781], [1.5024, -9.8480, 1.2622], [1.0832, -8.6291, -0.8947]],
  "forces_ev_per_a": [[-0.02, -0.51, 0.20], [0.00, 0.15, -0.19], [0.06, -0.04, 0.10], [0.00, 0.04, -0.04], [0.01, 0.00, -0.03], [-0.03, 0.01, 0.01], [0.00, -0.02, 0.00], [0.00, 0.01, 0.00], [-0.01, 0.00, 0.01], [0.05, -0.05, 0.02], [0.03, 0.08, 0.05], [0.03, -0.06, 0.01], [-0.03, -0.03, -0.03], [0.05, -0.03, 0.12], [-0.02, 0.00, 0.01], [0.01, 0.00, 0.00], [0.00, 0.00, 0.00], [0.00, -0.01, 0.00], [0.00, 0.00, 0.00], [0.00, 0.04, -0.03], [0.00, 0.00, -0.01], [-0.01, -0.01, -0.01], [-0.01, 0.01, 0.01], [0.00, -0.01, -0.02], [0.03, -0.04, 0.01], [-0.02, -0.02, 0.04], [-0.03, 0.01, 0.00], [0.02, 0.00, -0.01], [-0.04, 0.02, 0.03], [0.05, 0.00, 0.00], [0.20, -0.06, -0.06], [-0.30, 0.11, 0.03], [-0.08, 0.03, 0.00], [0.00, -0.04, 0.02], [0.02, 0.00, 0.01], [-0.02, -0.07, -0.03], [0.03, 0.11, 0.00], [-0.13, 0.03, -0.04], [0.11, -0.06, -0.17], [0.00, 0.00, 0.00], [0.01, 0.01, 0.00], [0.00, -0.01, 0.01], [0.01, 0.02, 0.01], [0.00, 0.01, 0.01], [0.01, -0.01, 0.01], [0.00, 0.00, 0.01], [0.01, 0.01, -0.01], [-0.01, 0.00, 0.00], [0.01, -0.01, 0.00], [-0.01, 0.01, -0.01], [-0.06, 0.01, -0.02], [-0.01, -0.10, -0.07], [0.11, 0.04, -0.15], [0.05, -0.01, 0.04], [-0.06, 0.21, 0.10], [-0.10, -0.07, 0.08], [0.09, -0.06, -0.01], [0.05, -0.01, -0.05], [-0.04, -0.01, 0.02], [0.00, 0.00, 0.02], [0.00, 0.03, 0.03], [-0.01, -0.01, -0.02], [-0.03, 0.04, 0.00], [0.02, 0.00, 0.00], [0.03, -0.01, 0.00], [-0.01, 0.00, 0.02], [0.03, 0.01, -0.01], [0.00, 0.00, -0.01], [0.03, 0.01, 0.02], [-0.01, 0.02, 0.00], [0.01, -0.01, -0.03], [-0.03, -0.17, 0.05], [-0.02, -0.01, -0.03], [0.00, -0.01, 0.00], [-0.03, 0.04, 0.01], [0.02, 0.10, 0.00], [0.00, -0.01, -0.02], [0.01, 0.01, 0.00], [-0.02, 0.00, 0.01], [0.00, -0.02, -0.04], [0.00, 0.00, 0.00], [0.00, -0.02, 0.01], [0.01, 0.02, 0.00], [0.01, -0.01, 0.01], [-0.02, 0.00, 0.01], [-0.01, 0.00, -0.01], [0.01, 0.01, 0.01], [-0.02, 0.00, 0.02], [0.00, 0.01, -0.02], [0.00, -0.02, 0.00], [0.02, 0.01, 0.01], [-0.03, 0.00, 0.02], [0.00, 0.01, 0.01], [0.01, -0.01, 0.00], [0.00, -0.01, -0.03], [0.04, -0.02, 0.09], [-0.01, -0.01, 0.01], [0.01, -0.04, 0.00], [-0.01, 0.01, 0.00], [-0.02, -0.02, -0.10], [0.01, -0.01, 0.02], [0.13, -0.19, 0.05], [-0.13, 0.66, -0.05], [0.00, -0.01, 0.01], [0.00, -0.01, 0.00], [0.00, -0.01, -0.01]]
}